Below is a molecular structure, C36H60As7F42N8O4 in a non-equilibrium geometry, with properties calculated with ωB97M-V/def2-TZVPD.

```
157
Properties=species:S:1:pos:R:3:forces:R:3
As 5.3163 2.6197 0.6394 0.630 -0.340 0.115
As -2.3937 -1.1102 1.7520 1.110 1.304 2.265
As 4.5168 -3.0522 1.1076 0.531 0.589 -1.577
As 1.6636 2.0262 5.6947 1.759 0.482 1.872
As -3.0791 3.7692 -1.0847 0.803 3.711 1.055
As 0.3099 6.4687 1.2375 1.612 0.828 1.127
As 2.7794 1.2318 -3.8529 1.701 -0.255 -0.410
F 1.2028 8.0014 1.0191 -0.736 -1.077 -0.260
F -0.4679 4.9046 1.5051 -0.045 0.577 0.094
F 1.9601 2.4031 -2.8293 -0.234 -0.905 0.154
F -1.1510 7.2052 0.6616 0.631 -0.371 0.048
F 1.4440 1.4586 7.3711 0.105 -0.160 -0.975
F 4.7501 1.3305 1.7507 -0.020 0.328 -0.191
F -3.6914 2.2499 -1.7392 0.315 0.051 -0.216
F 1.3296 0.1747 -4.0050 0.456 0.453 0.238
F 3.6361 3.2394 0.5640 0.825 -0.872 -0.280
F 3.3661 0.2852 -2.5079 -0.877 0.527 -0.655
F -1.8806 2.9393 -0.1561 0.063 -0.686 -0.657
F 0.8065 5.8928 -0.3528 -0.584 0.315 -0.236
F -1.2893 -1.9248 0.6423 -0.692 -0.393 -0.303
F -1.4990 0.3401 1.3250 -1.138 -0.568 -0.057
F 4.5542 -3.6509 -0.5501 -0.112 -0.231 0.226
F 5.8313 3.7550 -0.5938 -0.089 0.022 0.643
F -0.0677 7.0019 2.8793 -0.014 -0.620 -0.764
F 2.8318 3.1608 6.3525 -0.395 -0.487 -0.832
F -3.6518 -0.9276 0.5920 0.427 0.016 -0.407
F 3.0072 0.9014 5.4335 -0.319 -0.069 0.032
F 6.2015 -2.6385 1.0476 -0.833 -0.696 0.271
F 5.0503 1.4796 -0.6542 -0.280 0.374 0.452
F 4.1747 2.2941 -3.8008 -0.464 -0.438 0.035
F -3.3884 -0.2339 2.9570 0.372 -0.347 -0.979
F 2.7737 -3.3617 1.1409 -0.327 -0.649 -0.056
F -4.0762 3.6118 0.3346 -0.777 -0.400 -0.159
F -2.5036 5.3069 -0.4279 -0.476 -1.323 -0.452
F 4.1035 -1.4729 0.4239 0.187 -0.886 0.661
F 5.5249 3.6763 1.9862 0.121 -0.092 -0.486
F 1.8365 5.7434 1.7865 -0.865 0.244 -0.006
F -1.9654 4.0478 -2.4203 -0.230 -1.240 -0.006
F 2.1956 2.1766 -5.2103 -0.030 -0.646 0.173
F 0.5978 0.7392 5.1953 -0.237 0.438 -0.422
F 1.9141 2.5531 4.0122 -0.489 -0.367 0.660
F -4.2599 4.6916 -1.9576 -0.405 -0.847 -0.037
F 0.4518 3.2036 5.9714 -0.577 -0.239 -0.645
F 4.3531 -2.4666 2.7147 0.123 -0.130 0.530
F -1.2275 -1.3546 3.0380 -0.340 -0.254 -0.332
F 6.9801 2.0830 0.8188 -0.977 0.115 -0.073
F -3.0890 -2.6325 2.2464 -0.150 -0.225 -0.389
F 4.7772 -4.7415 1.6627 -0.074 1.434 -0.162
F 3.6409 0.0908 -4.8960 -0.712 0.644 0.197
O 2.0596 6.9452 -3.5922 0.436 0.624 0.144
O -2.4692 2.3431 5.9047 0.466 -0.517 0.198
O 6.2810 -2.5393 4.9694 0.555 -0.106 0.048
O 1.5254 0.2733 -0.4067 -0.033 -0.857 -0.277
N 2.1268 0.6728 1.8033 -0.326 -0.338 -1.884
N -2.3555 -5.6995 1.7330 0.489 -0.668 0.467
N -7.7948 -1.6237 -7.0752 -0.020 -0.283 0.286
N -3.5458 2.6563 3.9029 -0.133 -0.007 0.035
N -2.2029 -0.1646 -3.0962 -0.563 0.919 -0.023
N 2.3485 -3.7124 -2.9443 -0.025 -0.589 0.907
N 3.1258 4.9883 -2.9708 0.395 -0.781 0.441
N 5.2959 -3.8269 6.6318 -0.637 -0.932 -1.438
C -0.2943 -4.6403 1.3548 -0.065 0.418 0.242
C -4.3853 -0.6905 -4.7392 0.941 -0.598 1.452
C -7.8788 -1.7875 -5.7272 1.230 0.024 -1.078
C -3.3710 2.8974 5.3978 0.082 -0.105 0.372
C 0.6989 4.9591 -3.7605 0.153 -0.457 -0.386
C 0.7995 -3.2146 -1.2071 0.419 1.100 -1.401
C -5.5245 -0.9040 -6.9373 -0.477 -0.331 0.654
C 3.4640 5.2695 -1.4734 -0.405 -0.255 -1.661
C -8.9042 -2.1070 -7.9348 0.199 0.387 0.213
C -3.3463 -6.1873 2.7159 -0.024 -0.218 -0.040
C -3.0040 -1.1947 -2.7986 -0.319 0.492 0.051
C -6.7413 -1.5443 -4.9782 -0.843 0.414 0.726
C 3.4429 -3.2663 -3.8160 0.190 0.398 -0.524
C 1.4611 1.0400 0.4927 -0.839 1.793 0.780
C -2.4666 0.6287 -4.1441 0.552 -0.501 -0.905
C -4.0672 -1.4919 -3.6249 -0.031 -0.239 -0.678
C 1.6101 -2.8252 -2.2524 1.017 -0.143 0.096
C 0.7006 2.3364 0.5369 0.386 -0.182 -0.408
C 2.2262 -5.0345 -2.6772 0.474 0.410 0.599
C -6.6511 -1.2234 -7.6453 0.044 0.661 -0.567
C -0.3502 -5.0288 0.0268 0.513 0.395 0.456
C -1.0952 0.2499 -2.2499 1.251 -0.046 0.759
C -2.2300 2.7477 3.1116 -1.093 -0.124 0.436
C 0.7108 -4.5542 -0.9153 -1.730 -0.679 0.194
C -3.5079 0.3669 -4.9978 -1.493 0.037 -0.190
C -2.4033 -6.1789 0.4535 -0.027 1.033 1.400
C 1.4032 -5.4925 -1.6655 0.732 0.432 -0.739
C 4.1306 -1.7758 5.7633 0.241 0.066 0.142
C 1.9370 5.7843 -3.4437 -1.154 -0.712 -1.168
C 1.6751 -0.6837 2.2685 1.060 0.442 1.399
C 6.3513 -4.8863 6.2809 -0.381 0.657 1.586
C -5.5745 -1.0347 -5.5368 0.638 0.103 -1.264
C -4.3223 3.8051 6.0710 -0.896 1.803 -1.144
C -1.3118 -5.0016 2.2163 -0.441 0.622 -1.094
C 5.3637 -2.6027 5.6921 -0.375 0.979 -0.572
C -1.4237 -5.7958 -0.4238 -0.029 -0.408 -0.322
H 2.9819 3.9711 -3.0522 -0.417 0.247 0.153
H 3.0724 -2.4621 -4.4505 0.124 -0.049 -0.081
H 4.3102 -0.7848 5.3507 0.004 -0.062 -0.037
H -1.7763 3.7146 3.3115 0.067 -0.001 -0.283
H -4.5223 3.6378 7.1220 0.172 -0.457 -0.075
H 5.0996 -3.5178 7.5858 0.860 -0.276 0.241
H 3.3913 -2.2812 5.1345 -0.105 0.094 0.036
H -4.6535 -0.6303 -7.5144 0.137 0.221 0.307
H -8.6416 -3.1241 -8.2174 -0.522 -0.165 0.235
H -1.7346 1.3795 -4.4105 -0.052 0.255 0.502
H 0.4260 4.3879 -2.8759 -0.196 -0.002 -0.027
H -3.2795 -6.7889 0.2946 0.123 -0.059 -0.566
H 0.4819 -3.9618 1.6888 0.158 -0.203 0.077
H 4.4707 4.8829 -1.3472 -0.237 0.167 0.318
H -3.0889 -5.8445 3.7130 0.161 0.070 -0.090
H -4.5654 -2.4420 -3.4855 -0.333 0.218 0.364
H 1.3486 3.2006 0.7011 0.094 -0.164 0.371
H 7.3267 -4.4150 6.3186 -0.013 0.002 -0.094
H 0.8501 4.2677 -4.5970 0.936 -0.377 0.417
H 6.1464 -5.3027 5.3013 -0.156 0.228 -0.035
H -2.8724 -1.6736 -1.8365 0.370 -0.170 -0.131
H 0.1857 2.5132 -0.4051 0.181 -0.226 0.067
H 3.9545 5.1065 -3.5560 -0.158 0.754 -0.049
H -3.7464 1.0527 -5.7997 0.340 0.093 -0.032
H 4.2904 -2.8907 -3.2416 -0.293 0.044 0.384
H 3.7568 -1.6684 6.7825 -0.105 -0.014 -0.032
H 3.3564 6.3425 -1.3660 0.009 -0.051 0.406
H -2.6056 2.6061 2.1007 0.761 0.191 -0.214
H -8.8128 -2.1625 -5.3392 -0.002 0.074 0.112
H 1.3910 -6.5552 -1.4735 -0.194 0.027 0.132
H -1.1727 1.2869 -1.9426 -0.625 0.162 0.157
H -0.0527 2.2927 1.3237 0.213 0.078 0.084
H -5.2276 3.9950 5.4840 -0.323 -0.806 0.259
H -6.6514 -1.0492 -8.7134 -0.249 -0.372 -0.052
H -0.1637 5.4641 -4.1940 0.228 1.006 0.907
H 0.6114 -0.6725 2.4943 0.343 0.480 0.313
H -0.1560 0.2243 -2.8103 -0.203 -0.373 -0.051
H 3.8017 -4.1178 -4.3876 -0.205 0.064 -0.176
H 6.2465 -5.6234 7.0727 0.235 -0.243 -0.194
H 2.9210 -5.6784 -3.1950 -0.179 -0.067 -0.172
H -9.7952 -1.9628 -7.3312 -0.236 -0.549 -0.303
H -3.8666 1.6878 3.7723 0.116 -0.011 0.129
H 2.7021 4.6779 -0.9839 0.222 0.383 0.652
H 2.0142 1.3460 2.5667 -0.760 0.428 0.193
H -1.0364 -0.3850 -1.3698 -0.084 0.048 0.014
H -9.0029 -1.5347 -8.8542 0.217 0.290 0.178
H -3.9586 4.8393 5.9790 0.719 -0.196 0.266
H -1.4778 -6.0861 -1.4640 -0.031 -0.124 0.030
H 0.2821 -2.3271 -0.8620 -0.358 -0.713 1.127
H 2.3366 -0.7143 3.1359 -0.747 -0.773 0.590
H -4.2764 3.2389 3.4932 0.222 0.254 -0.069
H -1.6435 1.9178 3.4926 0.255 0.108 -0.190
H -3.2602 -7.2720 2.6850 -0.409 -0.002 0.172
H 1.8775 -1.5915 1.7132 0.487 0.796 -0.945
H 4.3962 -4.2237 6.3444 -0.030 -0.120 0.154
H 3.1403 0.8260 1.6210 0.546 -0.864 -0.022
H 1.7560 -1.7722 -2.4411 0.192 0.192 -0.362
H -1.4143 -4.6102 3.2171 0.182 -0.145 0.075
H -6.8355 -1.6430 -3.9046 0.107 -0.033 0.010
H -4.3513 -5.8304 2.5040 0.062 -0.080 -0.298
```
Positions in Å, forces in eV/Å.

Output
Energy relative to the best compared isomer or geometry (same formula, charge and spin) = 99.19 kJ/mol
Net charge = +1
Frontier orbital gap = 5.218 eV
M = 1991.3 g/mol

These are the Mulliken partial charges, in e, on atoms 1 to 5:
1. As 2.04
2. As 2.15
3. As 1.92
4. As 2.05
5. As 2.18